# C28H23F3N5O3SW

C28H23F3N5O3SW as an isolated structure (ωB97M-V/def2-TZVPD, the OMol25 dataset).

The energy above the lowest of the compared OMol25 structures with the same formula, charge and spin comes out at 240.5 kJ/mol. The molecular weight comes out at 750.4 g/mol. The HOMO energy (alpha / beta) comes out at -5.740 / -5.925 eV. The spin multiplicity is 2. The calculation puts the strongest force on any atom at 0.0832 hartree/bohr. The frontier orbital gap (alpha / beta) is 4.35 / 4.70 eV. As for the total charge: 0.

Each line ends with the Mulliken spin population.
Atoms and positions in Å:
1 W 0.8852 0.2757 0.8322  0.98
2 S -0.8043 2.1977 3.3551  -0.07
3 F -4.2713 -0.3329 -3.7997  0.00
4 F -5.5928 -0.0822 -2.1217  0.00
5 F -4.6893 1.6353 -3.0366  0.00
6 O 2.5573 0.7733 1.8102  0.02
7 O 0.0623 -0.4899 2.4508  0.06
8 O 1.3988 -0.0249 -1.0906  -0.01
9 N 1.3475 2.1524 -0.1207  -0.01
10 N 1.1917 -4.0965 0.8122  0.00
11 N -0.9988 0.1375 -0.0598  0.02
12 N 1.3309 -1.8852 0.7235  0.00
13 N 1.3342 2.1974 -1.4801  0.00
14 C 1.9231 1.6518 2.6277  0.04
15 C 2.0326 -3.7942 -0.2215  0.00
16 C 0.7153 -0.5753 -3.7944  0.00
17 C 1.5260 3.0357 1.9928  0.02
18 C -3.1001 1.1610 -0.6828  -0.01
19 C 2.3483 1.6045 4.0837  -0.02
20 C -1.0959 -1.4628 4.2513  -0.01
21 C 0.4819 1.9458 2.2717  -0.10
22 C -1.1931 -3.8574 4.4257  0.00
23 C 0.1746 -0.7832 -5.0467  0.00
24 C -0.0281 -2.8571 2.5602  0.00
25 C -3.2720 0.2533 -1.7453  0.01
26 C -0.1584 0.2958 -5.8506  0.00
27 C -4.4340 0.3666 -2.6653  0.00
28 C -1.9957 1.0743 0.1122  0.03
29 C 0.0847 1.5881 -5.4066  0.00
30 C -1.5062 -2.5920 4.9208  0.00
31 C 1.6873 3.2174 0.5693  -0.04
32 C 0.9264 0.7236 -3.3283  0.00
33 C -0.4627 -3.9896 3.2681  0.01
34 C 0.6333 1.8060 -4.1610  0.00
35 C 2.0420 4.5077 -0.0896  0.00
36 C 2.1235 -2.4407 -0.2573  0.01
37 C -1.2450 -0.8012 -1.0441  0.01
38 C -0.3509 -1.5681 3.0676  0.01
39 C 1.2736 0.9662 -1.9376  0.01
40 C -2.3201 -0.7690 -1.8829  0.00
41 C 0.7888 -2.9288 1.3900  0.03
42 H -1.5158 -4.7358 4.9626  0.00
43 H 3.4084 1.8366 4.1719  0.00
44 H 0.9605 -1.4095 -3.1524  0.00
45 H -2.0630 -2.4966 5.8393  0.00
46 H -1.3233 -0.4716 4.6140  0.00
47 H 2.7684 4.3318 -0.8810  0.00
48 H 1.7556 2.2985 4.6754  0.00
49 H 0.8229 2.8014 -3.7931  0.00
50 H 2.1857 0.5936 4.4631  0.00
51 H -2.4393 -1.5271 -2.6396  0.00
52 H 2.4842 -4.5488 -0.8320  0.00
53 H -0.0065 -1.7902 -5.3947  0.00
54 H 1.1486 4.9176 -0.5638  0.00
55 H -0.5068 -1.5942 -1.1287  0.00
56 H 1.5802 3.9083 2.6347  0.00
57 H 0.9205 -5.0165 1.1118  0.00
58 H -0.6108 0.1317 -6.8175  0.00
59 H -3.8316 1.9296 -0.5028  0.00
60 H -0.2078 -4.9815 2.9218  0.00
61 H 2.4352 5.2187 0.6301  0.00
62 H -0.1693 2.4270 -6.0364  0.00
63 H 2.7092 -1.8296 -0.9179  0.00
64 H -1.8559 1.7703 0.9329  0.00

=====

# C3H11N2S

A 2-piece molecular cluster, C3H11N2S overall (ωB97M-V/def2-TZVPD, the OMol25 dataset).

The energy above the lowest of the compared OMol25 structures with the same formula, charge and spin comes out at 54.4 kJ/mol. The molecular weight comes out at 107.2 g/mol. The HOMO energy comes out at -12.444 eV. The spin multiplicity is 1. The calculation puts the strongest force on any atom at 0.0282 hartree/bohr. The frontier orbital gap is 8.49 eV. As for the total charge: +1.

Each line ends with the Mulliken charge.
Atoms and positions in Å:
1 S -1.5531 0.2439 -0.8524  -0.32
2 N 3.7315 -0.7195 -0.5385  -0.29
3 N 1.6757 0.2321 -0.9778  -0.28
4 C -2.6485 0.7086 0.5242  -0.28
5 C -2.1875 -0.0053 1.7849  -1.13
6 C 2.5272 -0.7762 -1.0205  0.20
7 H -3.6289 0.2930 0.3128  0.30
8 H 0.7170 0.0511 -1.2987  0.17
9 H 4.3485 -1.5124 -0.4492  0.26
10 H 1.9905 1.1616 -1.2393  0.28
11 H -2.4311 -1.0634 1.7178  0.33
12 H -2.7708 1.7857 0.5983  0.37
13 H 4.0422 0.1272 -0.0720  0.25
14 H 2.1819 -1.7541 -1.3364  0.35
15 H -2.6155 0.4381 2.6775  0.32
16 H -1.1128 0.0048 2.0184  0.31
17 H -2.2663 0.7848 -1.8491  0.16

=====

# C5H6OS2

One molecule with the formula C5H6OS2 (ωB97M-V/def2-TZVPD, the OMol25 dataset).

The energy above the lowest of the compared OMol25 structures with the same formula, charge and spin comes out at 424.8 kJ/mol. The molecular weight comes out at 146.2 g/mol. The HOMO energy comes out at -8.757 eV. The spin multiplicity is 1. The calculation puts the strongest force on any atom at 0.1391 hartree/bohr. The frontier orbital gap is 8.61 eV. As for the structure (SMILES): S=C1CSC[C@@H]2O[C@@H]12. As for the total charge: 0.

Each line ends with the Mulliken charge.
Atoms and positions in Å:
1 S -1.7515 -0.3487 0.5564  -0.09
2 S 1.0305 2.3013 -1.6121  -0.37
3 O 1.8159 -0.9359 -0.6000  -0.47
4 C 1.2208 0.1956 0.0338  -0.05
5 C 0.5071 1.3963 -0.5410  0.09
6 C -0.5229 -1.6899 0.3211  -0.49
7 C -0.7114 1.2489 0.3513  -0.50
8 C 0.4354 -0.9322 -0.4751  -0.02
9 H -1.5656 1.8725 -0.1973  0.32
10 H -0.0956 -1.9232 1.3005  0.30
11 H -1.0695 -2.6346 -0.0724  0.34
12 H -0.5039 1.9074 1.3145  0.33
13 H 1.4252 0.2190 1.0610  0.34
14 H -0.2144 -0.6764 -1.4407  0.28

=====

# C18H8Cl41N3S

C18H8Cl41N3S as an isolated structure (ωB97M-V/def2-TZVPD, the OMol25 dataset).

The molecular weight comes out at 1751.9 g/mol. The HOMO energy comes out at -8.729 eV. The spin multiplicity is 1. The calculation puts the strongest force on any atom at 0.0875 hartree/bohr. The frontier orbital gap is 7.46 eV. As for the total charge: 0.

Each line ends with the Mulliken charge.
Atoms and positions in Å:
1 Cl 6.0775 1.7140 2.1389  -0.11
2 Cl -3.1327 -2.9075 -5.9397  -0.10
3 Cl 1.7703 -1.6770 -2.6757  0.08
4 Cl -3.2064 -2.6501 -2.4167  -0.10
5 Cl -0.5932 7.2781 -3.9146  -0.07
6 Cl 3.2243 -5.9906 -1.4114  -0.11
7 Cl 6.8079 -0.4351 3.9335  -0.04
8 Cl 2.8094 11.5346 -2.2725  -0.10
9 Cl -3.9058 2.5060 1.0455  -0.14
10 Cl 3.1525 0.7268 -3.5137  -0.10
11 Cl -0.1630 6.5448 -1.1459  -0.09
12 Cl -0.8608 -2.3977 -7.6615  -0.11
13 Cl 1.6512 -6.1224 -3.8401  -0.10
14 Cl -1.1491 4.5772 -3.0271  -0.09
15 Cl -6.3611 -6.0157 1.5534  -0.09
16 Cl 7.0148 -0.8073 1.0706  -0.09
17 Cl -2.8555 6.7614 -2.1857  -0.08
18 Cl -7.8097 -8.5192 1.3586  -0.10
19 Cl 0.3072 10.1638 -2.7693  -0.06
20 Cl 4.1605 -1.8723 -4.2960  -0.10
21 Cl 9.3693 2.2883 8.6196  -0.10
22 Cl -3.7031 5.2830 1.2386  0.02
23 Cl -5.7554 1.6253 -1.0065  -0.11
24 Cl 8.6119 -0.4456 8.0386  -0.09
25 Cl -3.1213 2.5820 -1.7443  -0.03
26 Cl 4.4080 -0.6480 2.3263  -0.24
27 Cl 0.6158 -7.2490 -1.3817  -0.11
28 Cl -5.6802 7.3452 1.7140  -0.10
29 Cl -5.5553 -8.2850 3.1610  -0.10
30 Cl -8.0290 -6.9002 3.7497  -0.10
31 Cl 9.1564 1.3967 5.8729  -0.08
32 Cl 2.4466 10.0193 -4.7137  -0.10
33 Cl -3.1248 8.0334 0.5380  -0.06
34 Cl -1.4321 -5.0961 -6.7801  -0.10
35 Cl 0.8370 -4.3773 -1.6779  0.13
36 Cl 2.7004 8.6429 -2.1794  -0.07
37 Cl 4.3443 -1.0205 -1.5352  -0.02
38 Cl -0.4394 -3.1371 -4.8942  0.06
39 Cl -3.4054 0.0318 -0.3930  0.10
40 Cl 6.7696 1.7171 7.4791  -0.08
41 Cl -3.2735 7.2504 3.3234  -0.11
42 S -5.0858 -3.5633 1.9887  0.30
43 N -3.8745 -2.8016 2.8790  -0.67
44 N -4.6861 -3.4045 0.3888  -0.54
45 N 1.3692 -1.5328 1.7158  -0.17
46 C 6.0786 -0.0435 2.3676  0.33
47 C -2.6630 -2.3065 -0.7497  -0.14
48 C 0.5175 -0.5942 0.9212  -0.66
49 C -0.8921 -1.3052 0.8097  0.97
50 C -3.9450 6.9785 1.7037  0.24
51 C -4.0482 1.6866 -0.5250  0.17
52 C 3.3580 -0.9599 -3.0064  0.12
53 C 1.5818 -5.9359 -2.0781  0.18
54 C -3.0230 -2.3810 1.8546  0.65
55 C -1.4665 -3.3844 -6.3184  0.24
56 C -1.6942 -1.6559 1.9820  -0.76
57 C -3.4770 -2.7141 0.4455  0.74
58 C -6.9392 -7.4309 2.4557  0.34
59 C -1.3768 -1.6114 -0.5904  -0.72
60 C -1.1905 6.2905 -2.5684  0.31
61 C 2.0656 10.0901 -2.9830  0.33
62 C 1.6383 -2.7772 0.9556  -0.27
63 C 8.4771 1.2394 7.5030  0.35
64 H 2.2603 -1.0667 1.9307  0.09
65 H -1.3415 -1.4224 3.0207  0.38
66 H 0.4626 0.4094 1.4200  0.45
67 H 0.9479 -3.6285 1.2379  0.23
68 H -0.7366 -1.3265 -1.4615  0.23
69 H 1.6015 -2.6474 -0.1764  -0.24
70 H 0.9797 -0.4927 -0.1016  0.21
71 H 2.6875 -3.1023 1.2445  0.31

=====

# C9H15NOS

A 2-piece molecular cluster, C9H15NOS overall (ωB97M-V/def2-TZVPD, the OMol25 dataset).

The energy above the lowest of the compared OMol25 structures with the same formula, charge and spin comes out at 167.4 kJ/mol. The molecular weight comes out at 185.3 g/mol. The HOMO energy comes out at -9.421 eV. The spin multiplicity is 1. The calculation puts the strongest force on any atom at 0.0813 hartree/bohr. The frontier orbital gap is 9.58 eV. As for the structure (SMILES): C/C=C(\C=O)CCCC.N=C=S. As for the total charge: 0.

Each line ends with the Mulliken charge.
Atoms and positions in Å:
1 S -3.8305 -0.1653 1.8351  -0.34
2 O -1.0319 1.8367 0.6772  -0.48
3 N -3.5483 2.2782 2.9712  -0.50
4 C -0.7347 0.7456 1.1280  -0.39
5 C -3.4696 1.2129 2.4145  0.59
6 C -0.6282 -0.4658 0.3398  0.87
7 C -0.8936 -2.1478 2.2419  -1.62
8 C 1.8331 1.6784 -0.3650  -1.04
9 C -0.5500 -0.2218 -1.1329  -1.36
10 C 2.0174 0.1549 -0.6729  -0.33
11 C 0.9476 -0.3703 -1.6611  -1.07
12 C -0.6823 -1.7167 0.8548  0.11
13 H -0.8950 0.8248 -1.1043  0.37
14 H -2.8225 2.9743 2.8730  0.33
15 H -0.8180 -2.4300 0.0645  0.43
16 H -0.2658 0.6020 2.1768  0.17
17 H -1.8938 -2.2488 2.4317  0.39
18 H 1.1911 1.9591 -1.1961  0.27
19 H -1.1995 -0.7329 -1.7311  0.64
20 H -0.5030 -3.0993 2.3498  0.44
21 H 2.8475 2.0587 -0.4156  0.38
22 H -0.5124 -1.4686 2.9324  0.40
23 H 1.9702 -0.5258 0.1880  0.31
24 H 0.9804 0.2052 -2.5752  0.40
25 H 3.0369 0.0199 -1.2548  0.34
26 H 1.0353 -1.3368 -1.9467  0.51
27 H 1.3416 1.7851 0.5354  0.18

=====

# C3H8N4S

C3H8N4S as an isolated structure (ωB97M-V/def2-TZVPD, the OMol25 dataset).

The energy above the lowest of the compared OMol25 structures with the same formula, charge and spin comes out at 442.3 kJ/mol. The molecular weight comes out at 132.2 g/mol. The HOMO energy comes out at -8.297 eV. The spin multiplicity is 1. The calculation puts the strongest force on any atom at 0.1617 hartree/bohr. The frontier orbital gap is 8.58 eV. As for the total charge: 0.

Each line ends with the Mulliken charge.
Atoms and positions in Å:
1 S 1.0064 1.9638 -1.4974  -0.06
2 N -1.9783 -0.2300 1.1871  -0.45
3 N -1.4519 -0.8071 0.0850  -0.16
4 N 0.2108 1.1256 -0.3441  -0.33
5 N 0.4385 -0.9575 -1.2162  -0.60
6 C -2.4597 -1.0511 2.0602  -0.34
7 C 2.5339 1.3176 -1.1473  -0.92
8 C -0.3065 -0.2057 -0.5511  0.45
9 H 2.6370 0.2475 -1.2940  0.31
10 H -2.8323 -0.4616 2.8245  0.29
11 H 3.4419 1.9203 -1.4611  0.32
12 H 2.6876 1.3231 -0.1502  0.36
13 H -0.6470 1.7224 0.2044  0.32
14 H -2.6479 -2.1631 2.0292  0.25
15 H 0.1682 -1.8897 -1.2411  0.20
16 H -0.8008 -1.8546 0.5119  0.36